DFT (the ωB97M-V functional and the def2-TZVPD basis) results for a cluster of 11 separate species, C75H84BrClF10OSi2 in total.

Output
E_LUMO ... 0.5 eV
HOMO level ... -9.13 eV
F_max ... 8.87 eV Å⁻¹
SMILES ... CCCCCCCCCC[Si@](Cl)(Br)CCO[Si](C)(C)C.Fc1ccccc1.Fc1ccccc1.Fc1ccccc1.Fc1ccccc1.Fc1ccccc1.Fc1ccccc1.Fc1ccccc1.Fc1ccccc1.Fc1ccccc1.Fc1ccccc1
Calculated total energy ... -206681.705 eV

Element x y z (Å)
C -1.745 -7.379 -4.292
H -0.631 -2.428 -4.297
H 5.805 2.728 3.688
C -2.662 1.714 -3.064
C 3.664 -0.720 2.213
H 1.285 -1.256 1.742
H -4.878 -2.259 2.563
C 0.653 10.242 1.353
C -12.266 5.836 9.763
H -10.828 5.070 11.156
H -3.092 0.787 5.496
C 8.638 -1.598 -5.584
F -9.572 4.430 2.365
C -3.271 1.375 -4.263
C 4.764 -9.684 -5.819
H -8.929 2.049 1.609
H -4.677 -2.649 4.277
F -0.627 -4.211 -5.601
C -11.920 3.472 8.414
H -1.019 8.544 -1.054
H 1.927 6.883 -0.880
C -1.940 9.756 0.477
C -9.201 1.023 3.490
H -5.576 0.012 2.196
H 1.671 10.411 1.677
H -9.563 0.287 5.471
H 0.921 4.215 -4.082
C -0.535 -8.041 -4.153
H 0.558 -2.860 3.225
H 0.332 -5.407 2.486
C 7.053 -8.322 -5.029
H -10.210 4.485 4.865
C 1.328 5.661 -2.532
H -12.403 6.768 10.294
Br -3.377 -6.960 4.003
H 10.894 -1.090 -8.019
H 1.538 -5.604 -5.287
H -2.508 0.961 -2.303
C 9.318 1.121 -1.706
H -2.948 9.562 0.139
C -11.206 3.685 9.573
H 4.745 0.676 3.913
C -2.605 1.027 4.570
C 1.764 -1.925 1.046
F 8.189 -2.573 -4.763
H -2.669 -7.872 -4.020
H -1.723 1.285 1.830
H 2.977 0.110 2.163
C -5.094 0.550 2.988
H 10.593 -0.464 -2.380
H -2.818 -3.575 2.138
F 2.451 2.307 -3.259
C 9.551 0.389 -7.243
H 3.858 -10.193 -6.119
H -8.910 0.057 3.100
C -0.424 10.816 2.010
C -0.424 -4.673 2.697
H 6.512 -1.528 -1.589
C -9.204 2.128 2.652
C -0.871 9.181 -0.193
C -0.475 -2.080 -0.937
H -5.660 0.400 3.891
C 10.104 -0.880 -7.311
O -3.113 -1.597 3.501
C 8.068 -0.346 -5.497
C 8.536 0.654 -6.335
H 3.685 -1.474 0.246
H -2.709 -5.543 -4.893
H 1.464 -1.613 0.060
H 10.072 -2.883 -6.504
C -12.801 4.403 7.906
H -3.213 4.422 -5.759
H -0.653 -2.657 2.015
C -0.880 -4.786 4.150
H -5.090 1.585 2.712
H -2.948 0.651 0.792
C 0.810 -0.359 -2.041
H 3.454 5.164 0.049
C -2.330 0.422 1.646
Si -2.725 -4.812 4.257
H 3.625 -1.131 3.209
H -0.515 -9.052 -3.769
C -1.719 10.574 1.576
C -4.173 -2.538 3.331
H -1.464 -3.474 -2.223
H 7.276 -0.163 -4.782
H 2.014 -3.959 1.658
C 7.310 -0.799 -1.629
H 6.038 -11.386 -6.040
H 4.999 0.483 1.135
H 1.588 -7.923 -4.393
H -1.540 0.925 4.664
C 2.042 5.927 -1.372
F 3.531 -7.707 -5.526
C 0.463 -0.898 -3.270
C 8.592 -1.146 -2.027
C 9.596 -0.189 -2.066
C -12.973 5.594 8.594
F 0.671 -0.449 0.306
C 0.404 9.437 0.263
H 8.105 1.644 -6.276
H -10.219 2.495 6.357
H 7.797 2.500 -1.034
H -0.249 11.455 2.864
C 0.140 -3.311 2.345
H -2.557 11.022 2.093
C 0.336 -0.964 -0.897
C -0.357 -2.018 -3.341
H -2.854 2.051 4.361
C -2.243 3.016 -2.838
C -9.933 2.393 5.324
F 1.450 8.874 -0.386
H -3.592 0.357 -4.438
H -0.495 -5.687 4.584
C -9.565 1.153 4.823
Si -3.315 0.019 3.180
C 7.060 0.512 -1.283
H -1.757 3.298 -1.913
H 7.942 -7.792 -4.717
H -3.939 2.081 -6.174
H 0.831 -0.438 -4.177
H 6.406 0.245 3.608
H 8.804 -2.165 -2.315
F -2.054 5.234 -3.598
H 0.810 -3.738 0.395
H 3.716 -2.706 1.475
C -3.467 2.343 -5.237
C -9.933 3.506 4.496
Cl -3.367 -4.245 6.128
C 1.466 4.440 -3.174
C 7.127 -9.663 -5.373
C 2.894 4.962 -0.853
F -11.748 2.310 7.744
C 9.650 -1.888 -6.473
C 0.649 -7.409 -4.505
C 0.628 -6.114 -5.001
H 5.761 -6.604 -4.824
C -0.589 -5.479 -5.126
C 5.841 -7.651 -5.083
C 8.039 1.483 -1.313
H 1.438 0.518 -1.968
C 2.317 3.501 -2.636
H 10.100 1.868 -1.733
C -3.062 3.650 -5.016
H 6.709 2.225 2.280
H 8.076 -10.180 -5.332
H -0.540 -3.963 4.755
H 9.911 1.172 -7.896
F 5.814 0.857 -0.899
H 5.002 2.473 2.161
H 0.658 6.405 -2.940
C -9.570 3.349 3.175
C 4.720 -8.350 -5.476
C -0.824 -2.603 -2.173
C 5.049 -0.161 1.996
H -1.710 -0.411 1.372
C -11.383 4.882 10.248
H -1.235 -4.883 2.026
H -0.823 -2.526 -0.014
H -13.337 4.193 6.990
C 3.282 -1.759 1.200
H 3.691 2.967 -1.092
H -4.274 -4.450 2.439
C 3.036 3.734 -1.484
H 5.743 -0.955 1.778
C 5.528 0.682 3.179
C 5.781 2.118 2.808
C 1.222 -3.330 1.302
H -13.664 6.334 8.215
C -2.455 3.963 -3.818
C -3.528 -3.828 2.903
H -10.528 2.924 9.936
C -1.778 -6.083 -4.780
C 5.983 -10.341 -5.769